Entry from the Open Molecules 2025 dataset: an isolated molecule of C6H6O (ωB97M-V/def2-TZVPD).

Summary:
Lowest unoccupied orbital energy, eV: 0.970
Multiplicity: 1
Charge: 0
F_max, eV/Å: 0.7
SMILES: C#CC[C@H](O)C#C

Geometry (Å):
O (-0.66375, -1.58779, 0.28319)
C (-0.97265, -0.32981, -0.25858)
C (-0.64455, 0.79363, 0.76910)
C (0.66592, 0.48744, 1.34575)
C (1.76473, 0.08043, 1.63494)
C (-0.26774, -0.11929, -1.53983)
C (0.31755, -0.00409, -2.58577)
H (0.25138, -1.49471, 0.59832)
H (-2.05007, -0.34940, -0.44012)
H (-1.43470, 0.82258, 1.52793)
H (-0.58413, 1.78023, 0.29711)
H (2.77341, -0.16826, 1.87782)
H (0.84459, 0.08904, -3.50987)